Computed, not measured: 5 unconnected molecules or ions with the total composition C23H36N2O12P at a distorted geometry, with wB97M-V/def2-TZVPD.

Geometry (Å):
C 1.269 -5.132 4.041
C 0.894 -3.671 3.400
P 0.576 -3.721 1.501
C -0.148 -5.450 0.974
C 2.279 -3.431 0.596
C 3.591 -3.616 1.544
C 4.982 -3.284 0.667
C 4.579 -2.877 -0.866
N 3.281 -2.801 -1.563
N 2.164 -3.069 -0.840
H 1.410 -4.972 5.205
H 2.294 -5.572 3.652
H 0.367 -5.899 3.930
H -0.138 -3.332 3.893
H 1.746 -2.851 3.569
H 0.468 -5.939 0.089
H -1.226 -5.199 0.527
H -0.330 -6.165 1.882
H 3.616 -3.923 2.678
H 6.060 -3.334 1.124
H 5.520 -2.591 -1.547
H 1.219 -2.989 -1.318
C 6.896 -1.138 4.381
C 5.563 -1.741 4.775
C 4.519 -0.720 5.106
O 3.648 -1.449 5.951
C 4.425 -2.388 6.573
O 4.066 -3.063 7.522
O 5.661 -2.467 5.988
H 7.617 -1.930 4.151
H 6.792 -0.497 3.500
H 7.326 -0.551 5.199
H 5.219 -2.433 3.997
H 3.992 -0.357 4.220
H 4.906 0.135 5.672
C -0.443 -0.728 -4.017
C -1.776 -1.330 -3.623
C -2.820 -0.309 -3.291
O -3.691 -1.039 -2.447
C -2.914 -1.977 -1.824
O -3.273 -2.652 -0.876
O -1.678 -2.057 -2.409
H 0.277 -1.520 -4.246
H -0.548 -0.087 -4.897
H -0.013 -0.140 -3.199
H -2.120 -2.023 -4.400
H -3.347 0.054 -4.178
H -2.433 0.546 -2.726
C -7.125 4.376 -2.497
C -6.150 3.447 -3.190
C -6.277 2.017 -2.761
O -4.990 1.504 -3.052
C -4.127 2.559 -2.927
O -2.913 2.458 -2.901
O -4.809 3.742 -2.835
H -6.984 5.403 -2.850
H -8.159 4.079 -2.696
H -6.962 4.391 -1.414
H -6.238 3.551 -4.278
H -7.048 1.480 -3.319
H -6.458 1.896 -1.687
C -0.193 4.969 -0.806
C -1.093 6.125 -1.190
C -1.594 6.052 -2.600
O -1.875 7.409 -2.886
C -1.008 8.143 -2.123
O -0.815 9.338 -2.254
O -0.386 7.354 -1.192
H 0.141 5.077 0.231
H -0.718 4.014 -0.905
H 0.710 4.943 -1.425
H -1.918 6.214 -0.473
H -2.493 5.437 -2.694
H -0.840 5.701 -3.315

Results
maximum force = 6.854 eV/A
frontier orbital gap = 6.36 eV
electronic energy = -61259.8694 eV
HOMO = -11.8 eV
total charge = +1
LUMO = -5.5 eV